(1)
The following is a DFT calculation (ωB97M-V/def2-TZVPD) of a 2-piece molecular cluster, C7H13NO overall.

XYZ file:
```
22
Properties=species:S:1:pos:R:3
O 2.24 -0.94 1.32
N -0.12 0.48 -0.73
C 0.87 -0.67 1.44
C -4.17 -0.20 -0.80
C -3.16 0.85 -1.26
C 3.06 0.15 1.36
C 4.34 0.09 1.01
C -2.10 0.26 -2.19
C 0.31 -0.04 0.23
H -2.56 -0.16 -3.09
H -1.57 -0.54 -1.70
H 0.65 0.00 2.29
H -1.40 1.02 -2.51
H -4.70 -0.64 -1.66
H 4.74 -0.84 0.64
H -2.69 1.30 -0.38
H 0.36 -1.63 1.58
H -4.93 0.24 -0.14
H -3.70 -0.98 -0.27
H 2.58 1.06 1.73
H -3.68 1.67 -1.77
H 4.97 0.97 1.10
```

net charge	0
SMILES	C=COCC#N.CCC
LUMO level	0.7	eV
frontier orbital gap	0.377	Ha


(2)
The following is a DFT calculation (ωB97M-V/def2-TZVPD) of C7H13NO as an isolated structure.

XYZ file:
```
22
Properties=species:S:1:pos:R:3
O -1.95 -0.68 -1.81
N 0.52 -0.67 -0.24
C -0.22 1.68 0.33
C -0.36 0.17 0.37
C 3.12 -0.52 0.81
C 1.84 -0.75 1.03
C -1.91 -0.40 -0.66
C -3.13 -0.43 0.23
C 1.09 -0.32 -1.52
H -3.97 -0.91 -0.29
H 3.89 -0.83 1.50
H -3.42 0.59 0.50
H -0.64 -0.18 1.36
H 1.62 0.64 -1.53
H 0.55 1.98 1.04
H -1.17 2.13 0.63
H 1.46 -1.15 1.97
H 3.49 -0.08 -0.11
H 0.30 -0.25 -2.28
H -2.91 -0.98 1.14
H 0.04 2.05 -0.65
H 1.77 -1.12 -1.81
```

net charge	0
LUMO level	1.0	eV
frontier orbital gap	0.322	Ha


(3)
The following is a DFT calculation (ωB97M-V/def2-TZVPD) of a 2-piece molecular cluster, C7H13NO overall.

XYZ file:
```
22
Properties=species:S:1:pos:R:3
O -0.20 -0.98 -1.49
N 2.63 -0.32 -0.98
C 3.42 -0.66 1.36
C -0.41 1.79 -0.87
C 2.94 -0.53 0.17
C -2.39 -1.45 -0.67
C -0.54 0.49 1.28
C -1.15 -0.61 -0.83
C -1.17 0.72 -0.10
H 1.75 -0.63 -1.39
H -3.19 -1.00 -1.26
H 0.63 1.50 -1.00
H -0.85 1.94 -1.86
H 3.24 0.08 2.12
H -1.09 -0.26 1.85
H -2.22 -2.46 -1.03
H 4.03 -1.50 1.63
H -0.44 2.73 -0.33
H -0.55 1.43 1.84
H -2.71 -1.47 0.37
H -2.21 1.03 0.03
H 0.49 0.16 1.17
```

net charge	0
SMILES	CC(=O)C(C)C.C=C=N
LUMO level	0.9	eV
frontier orbital gap	0.347	Ha


(4)
The following is a DFT calculation (ωB97M-V/def2-TZVPD) of a 2-piece molecular cluster, C7H13NO overall.

XYZ file:
```
22
Properties=species:S:1:pos:R:3
O 2.49 -0.79 1.21
N 0.42 0.55 1.00
C 2.43 -0.58 -0.26
C 3.51 0.25 -0.87
C 1.45 -0.05 0.67
C -1.51 -0.97 -0.84
C -1.91 -0.32 1.57
C -1.82 0.04 0.21
C -2.19 1.42 -0.23
H -2.45 -1.31 -1.29
H -3.22 1.40 -0.60
H 3.69 1.15 -0.27
H -1.99 -1.38 1.79
H -2.14 2.13 0.59
H -2.51 0.31 2.21
H 2.18 -1.50 -0.79
H 4.44 -0.31 -0.94
H -1.55 1.77 -1.04
H 3.22 0.56 -1.87
H -0.89 -0.55 -1.63
H -0.65 0.02 1.79
H -1.01 -1.84 -0.42
```

net charge	0
LUMO level (alpha / beta)	0.3 / 0.3	eV
frontier orbital gap (alpha / beta)	0.302 / 0.302	Ha


Stability, highest: (3)


(1)
The following is a DFT calculation (ωB97M-V/def2-TZVPD) of one molecule with the formula C9H19N3O3.

XYZ file:
```
34
Properties=species:S:1:pos:R:3
O 1.79 2.72 0.42
O 2.20 -1.57 1.65
O -0.38 3.16 0.32
N 0.84 -0.01 0.76
N -3.72 -2.02 0.11
N 3.56 0.68 -0.29
C -3.57 0.51 0.32
C 3.90 -1.80 -0.51
C 0.31 0.91 -0.24
C 0.54 2.38 0.20
C 2.92 -0.64 -0.45
C 1.95 -0.80 0.72
C -3.97 -0.71 -0.51
C -2.08 0.57 0.68
C -1.16 0.63 -0.54
H 4.16 0.65 0.51
H -5.05 -0.65 -0.74
H -1.82 -0.30 1.29
H 2.43 2.01 0.17
H -1.91 1.44 1.28
H 4.43 -1.88 0.42
H -4.15 0.55 1.25
H 3.38 -2.75 -0.69
H -3.84 1.43 -0.25
H -4.17 -2.04 1.04
H -1.53 1.41 -1.22
H 4.12 0.89 -1.10
H 0.89 0.80 -1.16
H -1.18 -0.30 -1.05
H 0.30 -0.14 1.59
H -3.49 -0.72 -1.48
H -2.69 -2.14 0.24
H 4.63 -1.67 -1.33
H 2.35 -0.60 -1.41
```

net charge	0
SMILES	C[C@H](N)C(=O)N[C@@H](CCCCN)C(=O)O
LUMO level	0.4	eV
frontier orbital gap	0.360	Ha


(2)
The following is a DFT calculation (ωB97M-V/def2-TZVPD) of one molecule with the formula C9H19N3O3.

XYZ file:
```
34
Properties=species:S:1:pos:R:3
O 1.11 -1.84 1.92
O -3.46 0.04 1.72
O 1.52 0.40 2.10
N -1.32 0.09 1.13
N 3.22 3.66 -2.62
N -1.87 -2.81 2.06
C 2.45 2.80 -1.72
C 0.90 -0.70 1.58
C -0.07 -0.28 0.51
C -3.98 -2.54 1.08
C -2.57 -2.06 1.02
C 1.67 0.42 -1.20
C 2.10 1.37 -2.26
C -2.50 -0.59 1.29
C 0.38 0.82 -0.46
H 1.55 3.32 -1.25
H 4.08 3.17 -2.88
H -4.59 -1.96 0.35
H -0.88 -2.50 2.17
H -0.32 -1.18 -0.03
H -1.40 1.06 1.48
H -2.21 -2.34 -0.02
H 3.13 2.62 -0.85
H 2.11 0.04 2.77
H 1.60 -0.59 -1.63
H -1.86 -3.82 1.80
H 2.99 0.99 -2.79
H 1.30 1.47 -3.02
H 2.70 3.88 -3.46
H -0.36 0.99 -1.26
H 2.55 0.25 -0.53
H -4.10 -3.59 0.80
H -4.35 -2.33 2.11
H 0.48 1.73 0.10
```

net charge	0
SMILES	C[C@H](N)C(=O)N[C@@H](CCCCN)C(=O)O
LUMO level	0.5	eV
frontier orbital gap	0.361	Ha


Stability, highest: (1)


(1)
The following is a DFT calculation (ωB97M-V/def2-TZVPD) of a 2-piece molecular cluster, C3H6NO3 overall.

XYZ file:
```
13
Properties=species:S:1:pos:R:3
O -0.67 2.98 -0.04
O 1.39 -1.23 0.98
O 0.02 -2.35 -0.43
N -0.08 0.77 0.25
C -0.93 0.32 -0.90
C -0.02 2.10 0.53
C 0.95 -2.29 0.41
H -1.42 1.15 -1.29
H 0.70 0.05 0.56
H 0.60 2.33 1.43
H 1.38 -3.26 0.74
H -0.30 -0.13 -1.70
H -1.62 -0.45 -0.54
```

net charge	-1
LUMO level	4.1	eV
frontier orbital gap	0.335	Ha


(2)
The following is a DFT calculation (ωB97M-V/def2-TZVPD) of a 2-piece molecular cluster, C3H6NO3 overall.

XYZ file:
```
13
Properties=species:S:1:pos:R:3
O 0.38 1.74 2.15
O -0.79 0.50 -2.83
O -0.25 -2.58 1.07
N 0.60 0.62 -1.02
C 0.73 -0.07 0.32
C -0.15 0.66 1.52
C -0.29 0.00 -1.78
H 1.77 -0.27 0.67
H -1.21 0.94 0.99
H -0.52 -3.45 1.13
H 0.30 -1.05 0.25
H -0.41 -0.17 2.20
H -0.52 -1.16 -1.54
```

net charge	-1
LUMO level	-0.2	eV
frontier orbital gap	0.151	Ha


Stability, highest: (1)


(1)
The following is a DFT calculation (ωB97M-V/def2-TZVPD) of one molecule with the formula C5H6S2.

XYZ file:
```
13
Properties=species:S:1:pos:R:3
S 3.30 0.04 -0.23
S 1.94 -1.55 0.23
C 1.04 1.45 0.44
C -0.68 -0.70 -0.83
C 0.49 -0.67 0.10
C -0.76 -1.18 0.64
C 2.28 1.39 0.07
H 2.98 2.21 0.05
H -1.26 -0.60 1.37
H 0.33 2.24 0.65
H -0.55 -1.37 -1.61
H -0.92 -2.25 0.79
H -1.38 0.13 -0.96
```

net charge	0
LUMO level	0.4	eV
frontier orbital gap	0.305	Ha


(2)
The following is a DFT calculation (ωB97M-V/def2-TZVPD) of a 2-piece molecular cluster, C5H6S2 overall.

XYZ file:
```
13
Properties=species:S:1:pos:R:3
S 0.55 -1.07 -2.35
S 0.17 0.93 -2.57
C -0.42 1.16 -0.99
C -0.94 -0.04 -0.31
C -0.03 -1.18 -0.61
C 1.38 1.45 0.38
C 2.33 1.08 1.01
H -1.89 -0.40 -0.57
H 0.81 -1.00 -0.04
H -0.63 -2.14 -0.71
H -0.92 0.09 0.81
H -0.83 2.03 -0.80
H 3.18 0.80 1.64
```

net charge	0
LUMO level	-0.3	eV
frontier orbital gap	0.298	Ha


Stability, highest: (1)


(1)
The following is a DFT calculation (ωB97M-V/def2-TZVPD) of one molecule with the formula C5H6S2.

XYZ file:
```
13
Properties=species:S:1:pos:R:3
S -1.43 -1.44 -0.03
S 2.70 -0.37 -1.13
C -0.99 0.93 1.04
C 1.38 -0.87 -0.17
C -1.78 -0.19 1.14
C -0.21 0.90 -0.07
C -0.01 -0.40 -0.65
H 1.48 -0.59 0.91
H 2.11 -0.74 -2.16
H -2.67 -0.37 1.70
H -1.23 1.97 1.38
H 0.50 1.74 -0.20
H 0.15 -0.57 -1.76
```

net charge	0
LUMO level (alpha / beta)	-0.1 / -0.2	eV
frontier orbital gap (alpha / beta)	0.250 / 0.275	Ha


(2)
The following is a DFT calculation (ωB97M-V/def2-TZVPD) of C5H6S2 as an isolated structure.

XYZ file:
```
13
Properties=species:S:1:pos:R:3
S -2.33 0.38 0.56
S 0.88 -2.61 0.20
C -1.23 -0.77 -0.25
C -0.06 1.35 -0.38
C -0.08 0.03 -0.85
C -1.10 1.65 0.38
C -0.01 -1.20 0.71
H 0.27 -0.85 1.72
H 0.62 -0.27 -1.64
H -1.72 -1.71 -0.79
H 0.70 2.06 -0.50
H -1.16 2.60 0.91
H 2.06 -2.00 -0.23
```

net charge	0
LUMO level	0.3	eV
frontier orbital gap	0.286	Ha


(3)
The following is a DFT calculation (ωB97M-V/def2-TZVPD) of one molecule with the formula C5H6S2.

XYZ file:
```
13
Properties=species:S:1:pos:R:3
S 2.23 -0.93 0.07
S -0.53 -1.35 -0.79
C 2.88 0.29 1.03
C 0.65 -0.16 -0.65
C -1.97 -0.99 0.45
C 0.47 1.20 -0.69
C 0.31 2.40 -0.71
H -2.33 0.07 0.28
H -1.14 -0.92 -2.04
H -0.04 3.42 -0.53
H -1.47 -1.05 1.44
H 3.68 -0.23 1.62
H -2.75 -1.76 0.52
```

net charge	0
LUMO level	0.1	eV
frontier orbital gap	0.276	Ha


Stability, highest: (2)


(1)
The following is a DFT calculation (ωB97M-V/def2-TZVPD) of one molecule with the formula C2H6N2O.

XYZ file:
```
11
Properties=species:S:1:pos:R:3
O 2.55 0.41 -0.17
N -0.63 -0.72 0.27
N 0.67 -1.08 -0.23
C -1.10 0.71 -0.08
C 1.58 -0.20 0.44
H 1.35 -0.04 1.55
H 0.85 -1.03 -1.26
H -2.04 1.10 0.62
H -0.28 1.64 -0.02
H -1.55 0.73 -1.14
H -1.41 -1.51 0.02
```

net charge	0
SMILES	CNNC=O
LUMO level	0.9	eV
frontier orbital gap	0.386	Ha


(2)
The following is a DFT calculation (ωB97M-V/def2-TZVPD) of a 2-piece molecular cluster, C2H6N2O overall.

XYZ file:
```
11
Properties=species:S:1:pos:R:3
O -1.01 -1.25 -1.42
N 1.38 -0.58 0.20
N 0.45 1.54 0.08
C 1.04 0.66 0.76
C -1.81 -0.60 -0.79
H 0.89 -0.97 -0.61
H -2.82 -1.04 -0.70
H 1.14 0.73 1.85
H -1.49 0.00 0.07
H 2.36 -0.70 -0.03
H -0.14 2.20 0.59
```

net charge	0
SMILES	[H]/N=C/N.C=O
LUMO level	0.5	eV
frontier orbital gap	0.377	Ha


(3)
The following is a DFT calculation (ωB97M-V/def2-TZVPD) of one molecule with the formula C2H6N2O.

XYZ file:
```
11
Properties=species:S:1:pos:R:3
O 1.75 1.35 -0.04
N -0.53 -1.40 -0.09
N -0.19 1.16 1.09
C 0.73 0.72 0.12
C 0.06 -0.28 -0.88
H -0.54 0.24 -1.60
H 0.22 -1.97 0.27
H -0.03 2.15 1.20
H 0.92 -0.71 -1.42
H -1.44 -1.77 0.14
H -0.95 0.51 1.21
```

net charge	0
SMILES	NCC(N)=O
LUMO level	0.8	eV
frontier orbital gap	0.361	Ha


Stability, highest: (3)


(1)
The following is a DFT calculation (ωB97M-V/def2-TZVPD) of one molecule with the formula C2H6N2O.

XYZ file:
```
11
Properties=species:S:1:pos:R:3
O 1.62 0.27 0.96
N 0.52 0.79 0.20
N 0.07 -1.40 -0.28
C -0.33 -0.19 -0.26
C -1.67 0.43 -0.69
H -1.93 0.15 -1.74
H -1.78 1.59 -0.55
H -2.45 -0.01 -0.05
H -0.66 -2.03 -0.66
H 1.49 -0.72 0.91
H 0.22 1.68 0.63
```

net charge	0
SMILES	[H]/N=C(\C)NO
LUMO level	0.9	eV
frontier orbital gap	0.360	Ha


(2)
The following is a DFT calculation (ωB97M-V/def2-TZVPD) of C2H6N2O as an isolated structure.

XYZ file:
```
11
Properties=species:S:1:pos:R:3
O -1.86 -0.18 0.11
N 0.36 0.01 -0.34
N 0.10 1.35 -0.03
C 1.69 -0.62 0.15
C -0.79 -0.66 -0.06
H -0.10 1.68 1.16
H 1.54 -1.64 -0.53
H 1.79 -0.93 1.44
H -0.71 -1.71 -0.17
H 2.72 0.25 -0.23
H 1.05 1.94 -0.49
```

net charge	0
LUMO level	0.5	eV
frontier orbital gap	0.353	Ha


Stability, highest: (1)


(1)
The following is a DFT calculation (ωB97M-V/def2-TZVPD) of a 2-piece molecular cluster, C2H6N2O overall.

XYZ file:
```
11
Properties=species:S:1:pos:R:3
O 0.12 1.33 -2.36
N -0.87 -1.02 -0.14
N 0.74 -0.76 1.50
C 0.74 1.77 -1.43
C -0.45 -1.07 1.15
H 0.85 1.17 -0.50
H -1.62 -1.62 -0.40
H -1.20 -1.41 1.86
H -0.27 -0.55 -0.81
H 0.77 -0.62 2.51
H 1.18 2.78 -1.40
```

net charge	0
SMILES	[H]/N=C/N.C=O
LUMO level	0.9	eV
frontier orbital gap	0.375	Ha


(2)
The following is a DFT calculation (ωB97M-V/def2-TZVPD) of one molecule with the formula C2H6N2O.

XYZ file:
```
11
Properties=species:S:1:pos:R:3
O 1.27 -0.13 -1.10
N -0.81 1.28 1.04
N -0.04 -0.11 -0.60
C -0.16 1.14 -0.04
C -0.23 -1.24 0.28
H 1.24 -0.54 -2.03
H -1.18 -1.21 0.75
H 0.37 1.96 -0.56
H 0.53 -1.19 1.11
H -0.10 -2.26 -0.12
H -0.90 2.28 1.25
```

net charge	0
SMILES	[H]/N=C/N(C)O
LUMO level	0.8	eV
frontier orbital gap	0.371	Ha


Stability, highest: (1)